Entry 1:
A cluster of 2 separate species, C9H9NO4 in total in a non-equilibrium geometry, computed with ωB97M-V with the def2-TZVPD basis set.

Summary:
Gap between HOMO and LUMO in eV: 7.781
Energy above the lowest of the compared OMol25 structures with the same formula, charge and spin in kcal per mole: 123.2
HOMO energy in eV: -8.962
E_tot in eV: -19153.6218

Each line ends with the Mulliken charge.
Cartesian coordinates (Å):
C (2.025, -2.461, -0.749)  0.13
C (2.119, 2.363, 0.543)  -0.67
C (2.114, 2.432, -0.816)  -0.44
C (1.618, 1.083, 0.887)  1.11
C (1.451, 0.422, -0.265)  -0.31
C (-0.142, -1.429, 0.177)  0.65
C (-3.456, 0.050, -0.524)  -1.04
C (-2.433, -0.631, 0.343)  -0.41
C (0.897, -1.618, -0.850)  -0.11
N (2.772, -3.326, -0.604)  -0.41
O (-0.137, -1.436, 1.359)  -0.68
O (1.813, 1.241, -1.267)  -0.35
O (1.495, 0.639, 2.132)  -0.63
O (-1.313, -0.986, -0.526)  -0.31
H (2.420, 3.024, 1.353)  0.41
H (2.523, 2.982, -1.623)  0.45
H (-3.914, -0.755, -1.028)  0.30
H (-4.061, 0.786, 0.040)  0.36
H (-2.777, 0.797, -1.071)  0.25
H (-2.607, -1.448, 1.056)  0.41
H (-2.082, -0.030, 1.168)  0.33
H (0.624, -1.396, -1.823)  0.52
H (1.052, -0.302, 2.090)  0.43

=====

Entry 2:
A structure of composition CAg5O3 in a non-equilibrium geometry, computed with ωB97M-V with the def2-TZVPD basis set.

Summary:
Charge: +3
Gap between HOMO and LUMO in eV: 7.090
Energy above the lowest of the compared OMol25 structures with the same formula, charge and spin in kcal per mole: 40.1
HOMO energy in eV: -20.261
E_tot in eV: -27140.8414

Each line ends with the Mulliken charge.
Cartesian coordinates (Å):
Ag (0.456, -1.842, 2.429)  0.83
Ag (2.860, -0.678, 1.696)  0.83
Ag (-1.989, 2.167, -1.144)  0.83
Ag (0.495, -0.790, -2.444)  0.83
Ag (-2.664, -0.880, -0.147)  0.84
C (0.135, 0.478, -0.174)  0.93
O (0.970, -0.479, 0.241)  -0.60
O (-0.956, 0.718, 0.495)  -0.88
O (0.694, 1.306, -0.952)  -0.61